{"formula": "C6H16O", "method": "wB97M-V/def2-TZVPD", "e_above_lowest_kcal_mol": 27.9, "smiles": "CC(C)C.CCO", "orbital_gap_ev": 11.4, "lumo_energy_ev": 0.963, "homo_energy_ev": -10.389, "max_force_ev_per_a": 3.68, "symbols": ["C", "C", "C", "C", "H", "H", "H", "H", "H", "H", "H", "H", "H", "H", "C", "C", "O", "H", "H", "H", "H", "H", "H"], "coordinates": [[-1.03, -0.27, 1.54], [0.42, 0.11, 1.81], [0.73, 1.27, 0.90], [0.85, 0.14, 3.27], [-1.70, 0.54, 1.94], [-1.46, -1.05, 2.16], [-1.32, -0.34, 0.49], [0.88, -0.79, 1.36], [0.37, 2.23, 1.28], [1.82, 1.36, 0.86], [0.18, 1.17, -0.03], [1.90, -0.17, 3.34], [0.80, 1.15, 3.68], [0.34, -0.61, 3.86], [-0.48, 0.19, -3.54], [-0.76, -0.36, -2.16], [0.34, -1.14, -1.65], [0.45, 0.74, -3.65], [-1.36, 0.71, -3.93], [-0.33, -0.66, -4.21], [-1.11, 0.38, -1.43], [-1.47, -1.18, -2.29], [0.90, -0.54, -1.16]]}



{"formula": "C6H16O3P2", "method": "wB97M-V/def2-TZVPD", "e_above_lowest_kcal_mol": 8.5, "orbital_gap_ev": 10.5, "lumo_energy_ev": 0.542, "homo_energy_ev": -9.991, "max_force_ev_per_a": 4.41, "symbols": ["C", "C", "C", "C", "C", "C", "O", "O", "O", "P", "P", "H", "H", "H", "H", "H", "H", "H", "H", "H", "H", "H", "H", "H", "H", "H", "H"], "coordinates": [[-1.70, -2.10, 0.24], [-3.04, 0.03, -0.41], [3.39, 0.09, 1.48], [0.14, 0.44, -2.07], [-0.02, 1.80, 0.72], [-1.82, -0.62, 0.27], [3.12, -1.06, -1.01], [2.40, 1.43, -0.70], [0.97, -0.70, 0.36], [2.69, 0.06, -0.21], [-0.12, 0.22, -0.29], [-2.28, -2.42, 1.09], [-0.68, -2.47, 0.50], [-2.25, -2.53, -0.53], [-3.22, -0.17, -1.57], [-3.09, 1.13, -0.32], [-3.95, -0.43, 0.07], [2.64, -0.47, 2.18], [4.28, -0.50, 1.64], [3.35, 1.15, 1.79], [-0.66, 0.51, -2.66], [0.65, -0.53, -2.30], [0.89, 1.24, -2.18], [-0.44, 1.62, 1.66], [-0.38, 2.65, 0.14], [1.02, 1.83, 0.91], [-1.89, -0.20, 1.23]]}



{"formula": "C6H16O4Si", "method": "wB97M-V/def2-TZVPD", "e_above_lowest_kcal_mol": 0.0, "smiles": "CCC(CC)CO[Si](O)(O)O", "orbital_gap_ev": 10.7, "lumo_energy_ev": 0.513, "homo_energy_ev": -10.146, "max_force_ev_per_a": 2.85, "symbols": ["C", "C", "C", "C", "C", "C", "O", "Si", "O", "O", "O", "H", "H", "H", "H", "H", "H", "H", "H", "H", "H", "H", "H", "H", "H", "H", "H"], "coordinates": [[-2.69, -1.84, -1.26], [-2.24, -0.52, -0.59], [-0.75, -0.39, -0.65], [-0.02, -1.40, 0.35], [1.35, -1.81, -0.17], [-0.24, 1.00, -0.29], [1.15, 1.13, -0.23], [1.79, 2.18, 0.86], [0.79, 2.30, 2.18], [3.15, 1.44, 1.43], [2.20, 3.62, 0.19], [-3.74, -1.68, -1.51], [-2.18, -1.97, -2.20], [-2.58, -2.72, -0.64], [-2.66, 0.33, -1.16], [-2.72, -0.31, 0.41], [-0.41, -0.60, -1.67], [-0.61, -2.36, 0.50], [0.09, -1.10, 1.42], [1.93, -0.87, -0.13], [1.83, -2.57, 0.51], [1.39, -2.12, -1.25], [-0.69, 1.91, -0.86], [-0.55, 1.12, 0.77], [0.69, 3.05, 2.77], [3.06, 0.60, 1.88], [2.69, 3.58, -0.66]]}